Version a
Density functional theory data (ωB97M-V with the def2-TZVPD basis set) for C22H30N4O4 in the gas phase.

Results
- LUMO energy (eV) = 0.696
- orbital gap (eV) = 9.2516
- SMILES string = COCCC(=O)N1CCC(Oc2ccc(C(=O)NCc3cc(C)n(C)n3)cc2)CC1
- HOMO energy (eV) = -8.5559

```
! RIJCOSX wB97M-V def2-TZVPD def2/J DEFGRID3
* xyz 0 1
C 7.2206 -2.5520 -5.5572
O 6.6539 -2.8225 -4.3024
C 5.5090 -3.6408 -4.3776
C 5.0475 -3.9528 -2.9535
C 3.6852 -4.6257 -2.9597
O 3.5841 -5.8337 -2.8625
N 2.5948 -3.8364 -3.1255
C 2.5493 -2.3938 -3.1568
H 1.9687 -2.0902 -4.0381
C 1.8667 -1.8588 -1.8954
H 2.4375 -2.1560 -1.0134
H 1.8290 -0.7691 -1.9243
C 0.4549 -2.4456 -1.7764
C 0.5415 -3.9725 -1.8027
H 1.0796 -4.3074 -0.9150
C 1.2766 -4.4367 -3.0586
H 0.7113 -4.1504 -3.9529
H 1.4080 -5.5194 -3.0477
H -0.4609 -4.3995 -1.7747
H -0.1639 -2.1088 -2.6217
O -0.1560 -2.0854 -0.5505
C -0.6586 -0.8345 -0.3722
C -0.7411 0.1595 -1.3429
C -1.2914 1.3866 -1.0244
C -1.7807 1.6532 0.2482
C -1.6846 0.6605 1.2215
C -1.1317 -0.5631 0.9145
H -1.0464 -1.3387 1.6594
H -2.0107 0.8488 2.2343
C -2.3331 3.0118 0.5191
O -1.9567 3.9996 -0.0871
N -3.3147 3.0527 1.4475
H -3.5359 2.2328 1.9892
C -3.8174 4.2917 1.9880
C -3.6933 4.3058 3.4768
N -3.4814 3.1927 4.1636
N -3.4337 3.5491 5.4480
C -3.6144 4.8795 5.6098
C -3.7880 5.4042 4.3460
H -3.9545 6.4279 4.0820
C -3.6027 5.5259 6.9457
H -3.7679 6.5938 6.8378
H -4.3854 5.1127 7.5825
H -2.6451 5.3684 7.4427
C -3.2041 2.5684 6.4665
H -3.1084 1.6008 5.9790
H -4.0388 2.5382 7.1703
H -2.2863 2.7883 7.0164
H -4.8720 4.4249 1.7056
H -3.2404 5.1075 1.5417
H -1.3479 2.1662 -1.7691
H -0.3829 -0.0042 -2.3472
H 3.5467 -1.9713 -3.2485
H 5.7534 -4.6510 -2.5032
H 5.0543 -3.0377 -2.3631
H 5.7393 -4.5768 -4.9077
H 4.7161 -3.1239 -4.9441
H 8.0886 -1.9214 -5.3772
H 7.5359 -3.4749 -6.0593
H 6.5126 -2.0234 -6.2087
*
```

List of Mulliken charges in e, atom by atom: -0.710, -0.308, -0.419, -0.912, 0.872, -0.668, 0.143, -0.892, 0.181, -0.646, 0.200, 0.525, 0.000, -0.624, 0.276, -1.079, 0.362, 0.502, 0.427, 0.212, -0.462, 0.813, -0.116, -1.057, 0.545, -0.715, -0.690, 0.432, 0.464, 0.383, -0.690, -0.217, 0.257, -0.746, 0.433, -0.728, 0.696, 0.752, -1.086, 0.367, -1.350, 0.315, 0.312, 0.309, -0.881, 0.316, 0.290, 0.316, 0.250, 0.393, 0.417, 0.392, 0.549, 0.363, 0.343, 0.405, 0.344, 0.244, 0.300, 0.297



Version b
Density functional theory data (ωB97M-V with the def2-TZVPD basis set) for C22H30N4O4 in the gas phase.

Results
- LUMO energy (eV) = 0.735
- orbital gap (eV) = 8.9977
- SMILES string = COc1cc(C(=O)NC[C@H](c2cccnc2)N2CCN(C)CC2)cc(OC)c1OC
- HOMO energy (eV) = -8.2625

```
! RIJCOSX wB97M-V def2-TZVPD def2/J DEFGRID3
* xyz 0 1
C -5.9166 -2.2485 -1.5174
H -5.6089 -3.0377 -0.8257
O -5.7168 -0.9697 -0.9634
C -4.4494 -0.6090 -0.6031
C -3.3483 -1.4302 -0.7754
C -2.0873 -1.0193 -0.3602
C -1.9429 0.2047 0.2651
C -3.0350 1.0548 0.4425
C -4.3003 0.6689 -0.0228
O -5.3626 1.5271 0.1503
C -6.2768 1.6895 -0.9156
H -7.0420 0.9115 -0.9127
H -5.7670 1.6894 -1.8825
H -6.7447 2.6612 -0.7521
O -2.7108 2.2173 1.0720
C -3.6919 3.1470 1.4781
H -3.1558 3.8683 2.0959
H -4.4790 2.6727 2.0652
H -4.1377 3.6637 0.6251
H -1.0004 0.5378 0.6708
C -0.9509 -1.9647 -0.5411
O -1.0919 -3.1732 -0.5419
N 0.2517 -1.3694 -0.7297
H 0.2978 -0.3648 -0.7534
C 1.4889 -2.1064 -0.7101
H 1.2155 -3.1501 -0.5403
H 1.9852 -2.0407 -1.6851
C 2.4791 -1.6178 0.3841
N 3.3881 -0.5687 -0.0492
C 2.7710 0.5864 -0.6719
C 3.8021 1.7069 -0.7816
N 4.9182 1.2629 -1.5928
C 5.8795 2.3196 -1.8148
H 5.3845 3.1518 -2.3134
H 6.6730 1.9479 -2.4614
H 6.3317 2.6884 -0.8802
C 5.5253 0.0986 -0.9771
C 4.4955 -1.0218 -0.8650
H 4.9567 -1.8903 -0.3894
H 4.1763 -1.3043 -1.8828
H 6.3578 -0.2331 -1.6018
H 5.9134 0.3318 0.0310
H 3.3449 2.5762 -1.2604
H 4.1319 1.9995 0.2324
H 1.9377 0.9284 -0.0539
H 2.4050 0.3618 -1.6880
C 1.7584 -1.2091 1.6520
C 0.6848 -1.9468 2.1508
N 0.0180 -1.6213 3.2422
C 0.3857 -0.5428 3.9112
C 1.4655 0.2412 3.5383
C 2.1638 -0.1053 2.3936
H 3.0238 0.4637 2.0756
H 1.7573 1.0973 4.1273
H -0.2037 -0.3119 4.7886
H 0.3415 -2.8472 1.6610
H 3.1158 -2.4757 0.6392
H -3.4346 -2.4098 -1.2144
H -6.9884 -2.3222 -1.6970
H -5.3816 -2.3647 -2.4650
*
```

List of Mulliken charges in e, atom by atom: -0.953, 0.367, -0.394, 0.991, -0.476, 0.430, -0.929, -0.392, 0.897, -0.509, -0.763, 0.241, 0.325, 0.302, -0.432, -0.789, 0.286, 0.314, 0.259, 0.408, 0.345, -0.703, 0.076, 0.067, -1.485, 0.515, 0.398, -0.170, 0.285, -0.484, -1.108, -0.110, -1.067, 0.340, 0.339, 0.374, -0.881, -0.663, 0.400, 0.329, 0.502, 0.356, 0.498, 0.344, 0.326, 0.387, 0.587, -0.643, -0.700, -0.442, -0.624, -0.305, 0.490, 0.433, 0.392, 0.614, 0.622, 0.574, 0.236, 0.380



Stability, highest: version a



Version a
Density functional theory data (ωB97M-V with the def2-TZVPD basis set) for C3H8N4S in the gas phase.

Results
- LUMO energy (eV) = 0.816
- orbital gap (eV) = 9.3289
- SMILES string = C=NS/C(=N/N)NC
- HOMO energy (eV) = -8.5132

```
! RIJCOSX wB97M-V def2-TZVPD def2/J DEFGRID3
* xyz 0 1
C -0.6415 -1.2041 -1.3228
C 0.4623 0.7379 -0.2069
C -1.8980 0.4342 1.5115
H -0.3593 -2.2211 -1.5771
H -1.5616 -1.1921 -0.7259
H -0.8718 -0.6840 -2.2760
H 1.0156 -1.1562 -0.0519
H -2.7132 0.1890 2.1805
H -0.8982 -0.0377 1.6845
H 3.3219 0.9825 0.8390
H 2.7611 0.0014 -0.3736
N 0.4881 -0.5682 -0.6858
N -2.1494 1.2585 0.5783
N 1.4520 1.2745 0.4068
N 2.5455 0.4176 0.5526
S -0.9535 1.7677 -0.5330
*
```

List of Mulliken charges in e, atom by atom: -0.863, 0.345, -0.301, 0.340, 0.309, 0.295, 0.320, 0.289, 0.329, 0.272, 0.213, -0.327, -0.354, -0.364, -0.546, 0.042



Version b
Density functional theory data (ωB97M-V with the def2-TZVPD basis set) for C3H8N4S in the gas phase.

Results
- LUMO energy (eV) = 0.519
- orbital gap (eV) = 9.0550
- SMILES string = [H]/N=C(/C)N/C(N)=N/S
- HOMO energy (eV) = -8.5357

```
! RIJCOSX wB97M-V def2-TZVPD def2/J DEFGRID3
* xyz 0 1
C 2.6450 -0.1445 -0.1273
C 1.2038 -0.6350 -0.0821
C -1.0559 0.4095 0.0319
H 2.8857 0.6100 0.6714
H 3.2730 -1.0609 -0.0871
H 2.8328 0.3502 -1.0819
H -0.0260 -2.0106 0.0721
H 0.7264 1.3016 0.3997
H -0.9865 2.2921 -0.5567
H -2.6103 1.6970 -0.0509
H -3.7154 -1.4087 1.0271
N 0.9987 -1.8674 -0.0696
N 0.3552 0.4271 -0.0162
N -1.5742 1.6384 -0.0204
N -1.6101 -0.7801 0.1003
S -3.3425 -0.8185 -0.2105
*
```

List of Mulliken charges in e, atom by atom: -1.073, 0.461, 0.506, 0.307, 0.320, 0.264, 0.434, 0.293, 0.230, 0.253, 0.161, -0.712, -0.185, -0.461, -0.510, -0.288



Version c
Density functional theory data (ωB97M-V with the def2-TZVPD basis set) for C3H8N4S in the gas phase.

Results
- LUMO energy (eV) = 0.732
- orbital gap (eV) = 9.8630
- SMILES string = [H]/N=C\N(N)/C(=N\[H])SC
- HOMO energy (eV) = -9.1308

```
! RIJCOSX wB97M-V def2-TZVPD def2/J DEFGRID3
* xyz 0 1
C 2.9556 -0.1259 0.3543
C 0.3296 0.5001 0.0083
C -1.5930 -1.0014 0.1864
H 3.7317 -0.8913 0.2158
H 2.7896 0.0147 1.4123
H 3.2417 0.7900 -0.1068
H -0.0347 2.2204 0.7582
H -2.6700 1.0014 -0.9030
H -1.4126 2.0076 -0.9134
H -0.8639 -1.8463 0.2587
H -3.3441 -0.3417 0.4669
N 0.7324 1.6132 0.4737
N -1.0155 0.1809 -0.2951
N -1.8948 1.3079 -0.3197
N -2.8098 -1.2078 0.4847
S 1.4577 -0.7782 -0.4305
*
```

List of Mulliken charges in e, atom by atom: -0.832, 0.432, 0.198, 0.338, 0.269, 0.280, 0.289, 0.265, 0.276, 0.284, 0.265, -0.675, 0.349, -0.989, -0.688, -0.060



Stability, highest: version b



Version a
Density functional theory data (ωB97M-V with the def2-TZVPD basis set) for 3 unconnected molecules or ions with the total composition C3H14N2O3.

Results
- LUMO energy (eV) = 0.593
- orbital gap (eV) = 10.0239
- SMILES string = NCCNCO.O.O
- HOMO energy (eV) = -9.4307

```
! RIJCOSX wB97M-V def2-TZVPD def2/J DEFGRID3
* xyz 0 1
C -0.3326 -0.1369 -1.4666
N 0.3109 -0.9290 -0.4322
C 0.4385 -2.3275 -0.8723
O 1.2115 -3.0913 0.0091
C -0.5650 1.3055 -0.9916
N 0.6613 1.8292 -0.4024
H -1.2787 -0.5480 -1.8003
H 0.2919 -0.0887 -2.3815
H 1.2103 -0.5010 -0.2573
H -0.5554 -2.7594 -1.0263
H 0.9886 -2.3002 -1.8213
H 0.7697 -3.1275 0.8635
H -1.0222 1.9463 -1.7472
H -1.3059 1.2201 -0.1969
H 1.0515 2.5940 -0.9434
H 0.3934 2.3065 0.4633
H -0.9953 -1.1826 2.2218
H -0.6340 -0.2045 1.1013
O -1.1059 -0.2555 1.9654
H 0.9197 2.2450 2.5447
H -0.4235 1.5602 2.6396
O -0.0289 2.4452 2.5305
*
```

List of Mulliken charges in e, atom by atom: -0.626, -0.219, -0.463, -0.514, -0.885, -0.499, 0.404, 0.419, 0.199, 0.301, 0.307, 0.300, 0.421, 0.391, 0.221, 0.240, 0.270, 0.503, -0.736, 0.326, 0.341, -0.700



Version b
Density functional theory data (ωB97M-V with the def2-TZVPD basis set) for 3 unconnected molecules or ions with the total composition C3H14N2O3.

Results
- LUMO energy (eV) = 0.527
- orbital gap (eV) = 9.4398
- SMILES string = NC[C@H](N)CO.O.O
- HOMO energy (eV) = -8.9125

```
! RIJCOSX wB97M-V def2-TZVPD def2/J DEFGRID3
* xyz 0 1
N 1.3990 -0.7892 0.8548
C 0.1489 -0.5731 1.5662
C -1.0762 -1.3419 0.9183
O -1.9899 -1.6299 1.9059
C -0.1691 0.8768 1.6106
N -0.7453 1.2990 0.2644
H 1.4269 -0.4302 -0.1058
H 1.6210 -1.8168 0.7928
H 0.2279 -0.9539 2.6283
H -0.5864 -2.3565 0.9725
H -1.4758 -1.1093 -0.1135
H -2.4023 -0.9022 2.2267
H 0.7267 1.4884 1.7726
H -0.8754 1.1291 2.3669
H -1.7239 1.4970 0.3516
H -0.3739 2.0303 -0.2208
H -0.3543 -0.7640 -2.3246
H 1.1720 -1.4744 -2.5653
O 0.6249 -0.6337 -2.6022
H 1.6203 2.4573 -4.1430
H 1.4301 1.5753 -2.9395
O 1.3747 2.4219 -3.2170
*
```

List of Mulliken charges in e, atom by atom: -0.719, 0.510, -0.407, -0.498, -0.997, -0.436, 0.222, 0.309, 0.207, 0.260, 0.194, 0.278, 0.383, 0.385, 0.179, 0.160, 0.317, 0.320, -0.651, 0.304, 0.296, -0.615



Stability, highest: version a



Version a
Density functional theory data (ωB97M-V with the def2-TZVPD basis set) for C2H4N2O2S in the gas phase.

Results
- LUMO energy (eV) = 0.782
- orbital gap (eV) = 9.7118
- SMILES string = O[C@]12CNSN1O2
- HOMO energy (eV) = -8.9298

```
! RIJCOSX wB97M-V def2-TZVPD def2/J DEFGRID3
* xyz 0 1
C -0.2219 0.9764 -0.1184
C 0.0703 -0.5278 -0.1679
N -1.1721 -1.2484 0.0149
N -1.6307 1.2699 -0.1528
O -0.8158 1.4182 1.0493
O 0.7489 1.6951 -0.7552
S -2.5013 -0.1766 -0.2932
H 0.5177 -0.7491 -1.1403
H 0.7833 -0.7749 0.6216
H -1.2693 -1.6049 0.9602
H 0.6288 2.6389 -0.5788
*
```

List of Mulliken charges in e, atom by atom: 0.658, -0.371, -0.428, -0.265, -0.401, -0.464, 0.054, 0.275, 0.255, 0.341, 0.344



Version b
Density functional theory data (ωB97M-V with the def2-TZVPD basis set) for C2H4N2O2S in the gas phase.

Results
- LUMO energy (eV) = 0.555
- orbital gap (eV) = 11.3557
- SMILES string = O=S1(=O)N=CCN1
- HOMO energy (eV) = -10.8010

```
! RIJCOSX wB97M-V def2-TZVPD def2/J DEFGRID3
* xyz 0 1
C 0.8286 0.8930 -0.5869
C -0.2221 -0.0785 -0.0953
N 1.9148 0.4970 -1.0467
N 0.3070 -1.4106 -0.2173
O 2.8046 -1.9298 -0.1870
O 1.6677 -1.8179 -2.3638
S 1.8030 -1.3636 -1.0263
H 0.6024 1.9517 -0.5262
H -0.4916 0.1787 0.9323
H -1.1135 0.0308 -0.7249
H 0.4535 -1.8848 0.6599
*
```

List of Mulliken charges in e, atom by atom: 0.048, -0.383, -0.479, -0.383, -0.557, -0.539, 0.999, 0.393, 0.321, 0.234, 0.345



Stability, highest: version b



Version a
Density functional theory data (ωB97M-V with the def2-TZVPD basis set) for CH4N2O3 in the gas phase.

Results
- LUMO energy (eV) = -0.031
- orbital gap (eV) = 9.9620
- SMILES string = NOC[N+](=O)[O-]
- HOMO energy (eV) = -9.9929

```
! RIJCOSX wB97M-V def2-TZVPD def2/J DEFGRID3
* xyz 0 1
C 0.2829 -0.7449 0.0131
N -1.7291 0.6824 0.1854
N 1.6446 -0.1674 0.0544
O 1.7709 0.9645 0.4193
O 2.5204 -0.8640 -0.4225
O -0.6986 0.2690 -0.6647
H -0.0955 -0.9157 0.9215
H 0.2725 -1.6318 -0.6966
H -2.5729 0.7858 -0.3439
H -1.3953 1.6221 0.5340
*
```

List of Mulliken charges in e, atom by atom: -0.301, -0.469, 0.939, -0.510, -0.547, -0.236, 0.348, 0.276, 0.249, 0.251



Version b
Density functional theory data (ωB97M-V with the def2-TZVPD basis set) for 2 unconnected molecules or ions with the total composition CH4N2O3.

Results
- LUMO energy (alpha / beta) (eV) = -1.076 / -1.077
- orbital gap (alpha / beta) (eV) = 8.3040 / 8.2937
- HOMO energy (alpha / beta) (eV) = -9.3799 / -9.3703

```
! RIJCOSX wB97M-V def2-TZVPD def2/J DEFGRID3
* xyz 0 1
C -0.1591 0.1191 0.6469
N -0.9509 1.0054 0.0561
N 1.3152 0.2030 0.2060
O 2.1455 -0.4561 0.7489
O 1.3924 0.8112 -0.8254
O -0.3096 -1.7445 -0.4840
H -0.4102 -0.4870 1.5436
H -0.8250 1.1515 -0.9688
H -1.8859 1.0599 0.5176
H -0.3126 -1.6624 -1.4409
*
```

List of Mulliken charges in e, atom by atom: -0.003, -0.324, 0.975, -0.510, -0.563, -0.724, 0.329, 0.301, 0.270, 0.250



Stability, highest: version a



Version a
Density functional theory data (ωB97M-V with the def2-TZVPD basis set) for 2 unconnected molecules or ions with the total composition CH4N2O3.

Results
- LUMO energy (eV) = 0.643
- orbital gap (eV) = 11.6039
- SMILES string = O=[N+]([O-])O.C=N
- HOMO energy (eV) = -10.9606

```
! RIJCOSX wB97M-V def2-TZVPD def2/J DEFGRID3
* xyz 0 1
C 0.5758 -1.1069 -1.6832
N -0.0458 -0.1463 -1.2152
N -0.3690 1.1615 1.9964
O 0.0123 0.0037 1.4167
O -0.4167 1.1433 3.1965
O -0.5855 2.0597 1.2641
H 0.3645 -1.5690 -2.6793
H 0.1253 -0.0393 0.4792
H 1.1713 -1.5854 -0.9308
H -0.8322 0.0785 -1.8443
*
```

List of Mulliken charges in e, atom by atom: -0.238, -0.447, 1.024, -0.440, -0.554, -0.536, 0.236, 0.531, 0.215, 0.208



Version b
Density functional theory data (ωB97M-V with the def2-TZVPD basis set) for 2 unconnected molecules or ions with the total composition CH4N2O3.

Results
- LUMO energy (alpha / beta) (eV) = -1.781 / -1.780
- orbital gap (alpha / beta) (eV) = 8.2896 / 8.2902
- HOMO energy (alpha / beta) (eV) = -10.0705 / -10.0698

```
! RIJCOSX wB97M-V def2-TZVPD def2/J DEFGRID3
* xyz 0 1
C -0.0083 -0.2251 0.8398
N 0.5549 0.4585 0.0178
N 2.0817 -1.0093 -0.7024
O -2.3150 1.0405 -0.3543
O -1.2932 -0.0985 1.3726
O -2.0250 1.0218 0.9780
H 0.1071 -1.2519 1.1204
H 1.7817 -0.9711 -1.7132
H 2.8819 -0.4720 -0.6316
H -1.7658 1.5072 -0.9271
*
```

List of Mulliken charges in e, atom by atom: 0.310, -0.504, -0.460, -0.348, -0.144, -0.055, 0.381, 0.253, 0.230, 0.338



Stability, highest: version a